Entry 1:
ORCA calculation (ωB97M-V/def2-TZVPD) on C39H32IIrN2O4PS4Te as an isolated structure.

Structure (XYZ):
```
85
Properties=species:S:1:pos:R:3:mulliken_charge:R:1
Ir -0.26560 0.38290 0.80305 1.82
O -4.49869 5.93157 1.59313 -0.60
C -3.74258 5.00354 1.52433 0.66
S -2.18071 5.06005 0.68944 -0.07
C -1.73740 3.38865 0.93665 0.17
C -2.64668 2.60647 1.64214 0.07
S -2.47441 0.95434 1.95026 -0.46
S -4.07320 3.41186 2.23964 -0.09
S -0.25677 2.83917 0.35688 -0.42
I -0.00072 -2.51285 0.36249 0.13
C -1.97812 -2.87958 0.89608 0.30
C -2.17881 -3.67991 1.98528 -0.48
C -3.46070 -4.17423 2.29242 -1.03
C -4.48846 -3.93016 1.43289 -0.89
C -4.30291 -3.11264 0.29112 0.72
C -5.36061 -2.97498 -0.64264 -0.83
C -5.19531 -2.23464 -1.77283 -1.19
C -4.01506 -1.48193 -1.92836 -0.20
C -2.98477 -1.52309 -1.02006 0.91
P -1.79260 -0.12004 -1.12762 0.51
C -0.82017 -0.42696 -2.63708 1.38
C -0.97693 -1.57328 -3.41114 -1.06
C -0.17784 -1.78257 -4.52863 -0.80
C 0.78083 -0.84731 -4.88498 -0.87
C 0.95346 0.29226 -4.11020 -0.84
C 0.17044 0.49206 -2.98648 -0.53
C -2.92050 1.25781 -1.57840 0.58
C -4.12016 1.43607 -0.88576 -0.44
C -4.93906 2.52184 -1.15473 -0.78
C -4.57081 3.45755 -2.11221 -0.66
C -3.37872 3.29466 -2.79963 -0.64
C -2.55857 2.20492 -2.53432 -0.58
C -3.05611 -2.47135 0.05585 -0.22
H -1.33537 -3.97585 2.59753 0.39
H -3.60268 -4.79121 3.17021 0.42
H -5.46604 -4.36770 1.59791 0.39
H -6.28914 -3.49993 -0.44770 0.40
H -5.97902 -2.16112 -2.51628 0.40
H -3.95925 -0.79178 -2.76099 0.62
H -1.71854 -2.31426 -3.14428 0.32
H -0.30970 -2.68193 -5.11765 0.43
H 1.40261 -1.00929 -5.75696 0.41
H 1.71284 1.02039 -4.36746 0.48
H 0.35110 1.35750 -2.35946 0.36
H -4.42207 0.72784 -0.12419 0.53
H -5.86485 2.64171 -0.60584 0.45
H -5.20753 4.31092 -2.31359 0.40
H -3.07576 4.01680 -3.54830 0.44
H -1.64164 2.09963 -3.09426 0.33
Te 0.10856 -0.01851 3.60526 0.34
C 1.90399 -1.07818 3.92764 0.08
C 3.00797 -0.45061 4.50015 -0.35
C 4.17527 -1.16890 4.72511 -0.62
C 4.24673 -2.51616 4.39883 -0.47
C 3.13981 -3.14963 3.85190 -0.64
C 1.97340 -2.43407 3.61582 -0.15
H 2.96362 0.59929 4.76022 0.52
H 5.03212 -0.67033 5.16307 0.40
H 5.15860 -3.07192 4.57705 0.40
H 3.18137 -4.20349 3.60329 0.39
H 1.11778 -2.93931 3.18904 0.30
C 4.71399 -1.27264 1.07213 -0.92
C 4.75139 -0.58925 -0.28979 -1.40
C 3.97523 0.74883 -0.33825 2.81
C 4.06186 1.35676 -1.74832 -1.32
C 3.33028 2.68725 -1.87639 -1.07
C 4.62491 1.70376 0.64705 -0.33
O 5.75824 2.10767 0.50993 -0.66
N 3.86082 2.08788 1.72542 0.25
C 2.56025 1.68407 2.01475 -0.90
O 2.03896 2.08765 3.04743 -0.69
N 1.93452 0.86864 1.12617 1.36
C 2.51958 0.46560 -0.01471 -0.83
O 1.82922 -0.17657 -0.81985 -0.59
H 5.25872 -2.21786 1.04780 0.59
H 3.69098 -1.49129 1.39341 0.01
H 5.17426 -0.65280 1.84600 0.28
H 4.31618 -1.23146 -1.05824 0.37
H 5.78014 -0.37178 -0.58133 0.45
H 3.63967 0.62202 -2.43561 0.41
H 5.11968 1.47576 -1.98798 0.52
H 2.27814 2.59978 -1.59142 0.06
H 3.36032 3.05193 -2.90473 0.45
H 3.78089 3.45857 -1.24532 0.36
H 4.28583 2.70737 2.39917 0.28
```

HOMO-LUMO gap (alpha / beta) in eV: 6.06 / 6.50
Spin multiplicity: 6
HOMO energy (alpha / beta) in eV: -6.506 / -8.354


Entry 2:
ORCA calculation (ωB97M-V/def2-TZVPD) on a 2-piece molecular cluster, C5H13NOS overall in a non-equilibrium geometry.

Structure (XYZ):
```
21
Properties=species:S:1:pos:R:3:nbo_charge:R:1
C 0.91355 -1.53256 -0.50392 -0.61
C 0.35216 0.91602 -0.92817 -0.63
C 2.13970 0.35116 0.70122 -0.62
C -2.67434 0.65310 0.01848 -0.77
C 0.81787 -0.09677 0.10688 0.11
N -0.17622 -0.14421 1.24560 -0.86
O -4.03553 -1.37705 -0.61586 -0.91
S -3.68007 -0.08022 -1.07580 1.19
H 1.33453 -2.11123 0.34429 0.20
H -0.05609 -1.92155 -0.79385 0.22
H 1.52786 -1.63684 -1.42105 0.22
H 0.96733 1.24069 -1.74774 0.22
H 0.11477 1.82874 -0.44588 0.20
H -0.59407 0.50687 -1.28055 0.22
H 2.63808 -0.39781 1.27108 0.21
H 2.81584 0.66171 -0.19079 0.21
H 2.17273 1.36904 1.33061 0.21
H -2.39105 1.66018 -0.14545 0.21
H -2.01162 -0.01520 0.42721 0.25
H 0.26163 -0.62440 2.04471 0.36
H -0.43705 0.75033 1.65897 0.36
```

ΔE to the lowest compared entry with this formula, charge and spin in kcal/mol: 71.9
HOMO-LUMO gap in eV: 9.06
HOMO energy in eV: -9.215


Entry 3:
ORCA calculation (ωB97M-V/def2-TZVPD) on a single C6H13NS2 molecule in a non-equilibrium geometry.

Structure (XYZ):
```
22
Properties=species:S:1:pos:R:3:nbo_charge:R:1
C -1.65854 -0.44469 0.57475 -0.04
C 1.63574 0.31672 1.11615 -0.61
C 2.30470 -1.62703 -0.30937 -0.66
C 1.09413 0.23108 -1.30862 -0.62
C -4.13715 0.40545 0.05364 -0.74
C 1.28935 -0.62137 -0.07255 -0.11
N -1.84462 0.37530 1.48654 -0.73
S -2.91038 -0.84882 -0.53976 0.26
S -0.28988 -1.56502 0.31636 0.15
H 0.97016 1.22824 1.06819 0.21
H 1.44336 -0.25849 2.04171 0.22
H 2.58936 0.63654 0.91170 0.21
H 1.74561 -2.50222 -0.80022 0.23
H 2.88735 -2.12704 0.54340 0.23
H 3.06279 -1.35017 -1.16870 0.23
H 0.16903 0.70902 -1.28918 0.21
H 1.85497 1.05011 -1.32953 0.21
H 1.01941 -0.34155 -2.29909 0.22
H -5.01021 0.41379 -0.58440 0.22
H -3.57997 1.30532 -0.25561 0.24
H -4.26342 -0.01022 1.13381 0.26
H -1.31638 0.82270 2.25924 0.40
```

ΔE to the lowest compared entry with this formula, charge and spin in kcal/mol: 36.9
HOMO-LUMO gap in eV: 9.51
SMILES: [H]/N=C(/SC)SC(C)(C)C
HOMO energy in eV: -8.746


Entry 4:
ORCA calculation (ωB97M-V/def2-TZVPD) on a single CHF3O2S molecule in a non-equilibrium geometry.

Structure (XYZ):
```
8
Properties=species:S:1:pos:R:3:nbo_charge:R:1
C -0.52332 -0.05715 -0.77384 0.80
O -0.08086 -0.68235 2.00383 -0.79
O 0.17008 1.50959 1.25016 -0.74
F 0.72571 -0.52845 -1.65094 -0.41
F -1.04207 0.92549 -1.41055 -0.27
F -1.31272 -1.10964 -0.77273 -0.27
S 0.35148 0.14038 0.94142 1.66
H 1.71169 -0.19786 0.41265 0.02
```

ΔE to the lowest compared entry with this formula, charge and spin in kcal/mol: 106.8
HOMO-LUMO gap (alpha / beta) in eV: 6.69 / 7.21
Spin multiplicity: 3
HOMO energy (alpha / beta) in eV: -6.197 / -12.951


Entry 5:
ORCA calculation (ωB97M-V/def2-TZVPD) on C20H19BCl3O5 as an isolated structure in a non-equilibrium geometry.

Structure (XYZ):
```
48
Properties=species:S:1:pos:R:3:nbo_charge:R:1
Cl 1.86485 -2.47408 3.17010 -0.28
B 1.84255 -0.59573 3.17400 0.44
Cl 1.00924 0.04856 4.69951 -0.27
Cl 3.60071 0.03709 3.10415 -0.27
O 1.15534 -0.10765 1.96496 -0.67
C -0.02071 -0.25085 1.42383 0.51
C -1.16519 -0.55519 2.33106 -0.15
C -2.04760 0.48399 2.66275 -0.18
C -2.99962 0.29108 3.66201 -0.22
C -3.11031 -0.95604 4.29410 -0.21
C -2.29212 -2.01356 3.88313 -0.23
C -1.32957 -1.81780 2.89530 -0.10
H -0.24763 0.38289 0.56135 0.20
H -1.94547 1.43384 2.13165 0.21
H -3.65665 1.11695 3.94090 0.21
H -3.85903 -1.11663 5.07297 0.21
H -2.38766 -3.01064 4.31747 0.21
H -0.68333 -2.62731 2.56296 0.25
C -1.61621 0.06987 -2.82144 -0.67
C -1.18117 -1.38457 -2.83322 0.54
C -2.16231 -2.29139 -3.57396 -0.63
O 0.08712 -1.54273 -3.47849 -0.54
C 1.17379 -1.01995 -2.81341 0.78
O 2.19984 -0.86500 -3.45363 -0.65
C 1.02722 -0.77347 -1.37463 -0.42
C 2.21369 -0.17882 -0.74110 -0.47
C 2.21557 1.34024 -0.88506 -0.01
C 2.05495 2.19634 0.21050 -0.23
C 1.78944 3.55340 0.01538 -0.22
C 1.82261 4.08777 -1.27749 -0.24
C 2.15054 3.26310 -2.36079 -0.24
C 2.34240 1.89544 -2.16058 -0.17
C 0.02286 -1.55067 -0.76794 0.74
O 0.05399 -1.88266 0.44819 -0.62
O -1.06340 -1.91932 -1.47386 -0.52
H -0.87969 0.71482 -2.32173 0.25
H -1.72760 0.41051 -3.86082 0.22
H -2.58986 0.15940 -2.32268 0.22
H -1.78147 -3.31606 -3.58426 0.23
H -3.14015 -2.27179 -3.08780 0.22
H -2.26701 -1.95535 -4.60757 0.22
H 2.30029 -0.48203 0.30215 0.26
H 3.06380 -0.56482 -1.32350 0.24
H 2.14136 1.79743 1.21824 0.24
H 1.56433 4.18689 0.87485 0.21
H 1.61464 5.14743 -1.43794 0.20
H 2.24921 3.67128 -3.36775 0.20
H 2.59345 1.23581 -2.99189 0.23
```

ΔE to the lowest compared entry with this formula, charge and spin in kcal/mol: 0.0
HOMO-LUMO gap in eV: 8.00
Total charge: -1
HOMO energy in eV: -5.278


Entry 6:
ORCA calculation (ωB97M-V/def2-TZVPD) on C3H9NO2 as an isolated structure in a non-equilibrium geometry.

Structure (XYZ):
```
15
Properties=species:S:1:pos:R:3:nbo_charge:R:1
C -1.47545 -1.15339 0.62669 -0.51
N -0.94350 1.88720 0.47081 -0.54
O -0.58573 0.88922 -0.40696 -0.55
H -0.93973 2.77502 -0.02780 0.33
H -0.24767 1.90985 1.22497 0.34
H -2.16050 -0.92831 -0.17996 0.23
H -1.72080 -0.57225 1.50793 0.22
H -1.31338 -2.22011 0.76812 0.19
C 1.62128 -0.45879 -1.17025 -0.70
C 0.95548 -0.05113 0.11541 0.65
O 1.52309 0.48581 1.03881 -0.53
H -0.08285 -0.88400 0.46215 0.12
H 2.29089 -1.30166 -0.97606 0.23
H 0.86765 -0.75265 -1.90030 0.24
H 2.21123 0.37520 -1.55358 0.26
```

ΔE to the lowest compared entry with this formula, charge and spin in kcal/mol: 154.3
HOMO-LUMO gap (alpha / beta) in eV: 6.77 / 6.76
HOMO energy (alpha / beta) in eV: -7.696 / -7.694